Record 1
The following is a DFT calculation (the ωB97M-V functional and the def2-TZVPD basis) of a molecular structure, C5H10O.

The calculation puts the orbital gap at 9.38 eV. As for the spin multiplicity: 1. The energy relative to the best compared isomer or geometry (same formula, charge and spin) comes out at 372.9 kJ/mol. The charge is 0. The calculation puts the total energy at -7390.9007 eV. As for the max |F|: 0.5 eV/A.

```
16
C5H10O, DFT the ωB97M-V functional and the def2-TZVPD basis
C 2.030 -0.387 -0.489
C 0.787 -0.605 0.371
C -0.500 -0.008 -0.227
C -1.769 -0.472 0.487
C -0.394 1.493 -0.305
O -1.445 2.185 0.042
H 2.201 0.678 -0.669
H 2.921 -0.801 -0.006
H 1.924 -0.878 -1.464
H 0.624 -1.679 0.522
H 0.944 -0.178 1.371
H -0.541 -0.314 -1.287
H -1.723 -0.241 1.556
H -2.658 0.020 0.083
H -1.893 -1.554 0.377
H -0.507 2.741 -0.366
```



Record 2
The following is a DFT calculation (the ωB97M-V functional and the def2-TZVPD basis) of a single C5H10O molecule.

The calculation puts the orbital gap at 10.33 eV. As for the spin multiplicity: 1. The energy relative to the best compared isomer or geometry (same formula, charge and spin) comes out at 191.6 kJ/mol. The charge is 0. The calculation puts the total energy at -7392.7795 eV. As for the max |F|: 5.1 eV/A. As for the structure (SMILES): C=CCCCO.

```
16
C5H10O, DFT the ωB97M-V functional and the def2-TZVPD basis
C 1.462 2.717 0.496
C 0.704 1.734 -0.115
C 0.041 0.536 0.519
C 0.289 -0.705 -0.394
C -0.472 -2.001 -0.098
O -1.821 -1.885 -0.241
H 1.563 3.619 -0.158
H 1.948 2.507 1.452
H 0.320 2.036 -1.104
H 0.469 0.354 1.532
H -1.056 0.779 0.548
H 0.079 -0.502 -1.423
H 1.374 -1.013 -0.494
H -0.031 -2.859 -0.670
H -0.278 -2.286 0.889
H -1.958 -1.242 -1.098
```



Record 3
The following is a DFT calculation (the ωB97M-V functional and the def2-TZVPD basis) of 2 unconnected molecules or ions with the total composition C5H10O.

The calculation puts the orbital gap at 10.45 eV. As for the spin multiplicity: 1. The energy relative to the best compared isomer or geometry (same formula, charge and spin) comes out at 205.2 kJ/mol. The charge is 0. The calculation puts the total energy at -7392.6390 eV. As for the max |F|: 0.8 eV/A. As for the structure (SMILES): C=CCC.C=O.

```
16
C5H10O, DFT the ωB97M-V functional and the def2-TZVPD basis
C -0.725 -1.064 -0.481
C -0.086 0.099 -0.593
C 1.017 0.519 0.332
C 2.297 -0.096 -0.242
H -0.588 -1.685 0.403
H -1.495 -1.365 -1.185
H -0.346 0.797 -1.391
H 0.824 0.157 1.350
H 1.096 1.611 0.402
H 2.177 -1.183 -0.300
H 2.463 0.261 -1.265
H 3.180 0.142 0.354
C -2.449 0.451 0.651
O -1.754 1.226 1.261
H -2.903 -0.442 1.123
H -2.706 0.571 -0.420
```



Record 4
The following is a DFT calculation (the ωB97M-V functional and the def2-TZVPD basis) of a single C5H10O molecule.

The calculation puts the orbital gap at 10.90 eV. As for the spin multiplicity: 1. The energy relative to the best compared isomer or geometry (same formula, charge and spin) comes out at 35.9 kJ/mol. The charge is 0. The calculation puts the total energy at -7394.3928 eV. As for the max |F|: 0.5 eV/A. As for the structure (SMILES): CCCCC=O.

```
16
C5H10O, DFT the ωB97M-V functional and the def2-TZVPD basis
C -2.373 0.378 -0.039
C -1.122 -0.498 -0.025
C 0.163 0.310 0.141
C 1.423 -0.555 0.135
C 2.670 0.247 -0.159
O 2.663 1.325 -0.705
H -3.281 -0.228 -0.131
H -2.454 0.967 0.882
H -2.351 1.080 -0.881
H -1.198 -1.243 0.779
H -1.063 -1.063 -0.966
H 0.247 1.045 -0.668
H 0.126 0.889 1.073
H 1.352 -1.323 -0.653
H 1.566 -1.115 1.070
H 3.633 -0.216 0.147
```



Copy entry 1 word for word.
The following is a DFT calculation (the ωB97M-V functional and the def2-TZVPD basis) of a molecular structure, C5H10O.

The calculation puts the orbital gap at 9.38 eV. As for the spin multiplicity: 1. The energy relative to the best compared isomer or geometry (same formula, charge and spin) comes out at 372.9 kJ/mol. The charge is 0. The calculation puts the total energy at -7390.9007 eV. As for the max |F|: 0.5 eV/A.

```
16
C5H10O, DFT the ωB97M-V functional and the def2-TZVPD basis
C 2.030 -0.387 -0.489
C 0.787 -0.605 0.371
C -0.500 -0.008 -0.227
C -1.769 -0.472 0.487
C -0.394 1.493 -0.305
O -1.445 2.185 0.042
H 2.201 0.678 -0.669
H 2.921 -0.801 -0.006
H 1.924 -0.878 -1.464
H 0.624 -1.679 0.522
H 0.944 -0.178 1.371
H -0.541 -0.314 -1.287
H -1.723 -0.241 1.556
H -2.658 0.020 0.083
H -1.893 -1.554 0.377
H -0.507 2.741 -0.366
```